# C2IN5

C2IN5 in the gas phase (wB97M-V/def2-TZVPD, OMol25).

```
8
C2IN5, DFT wB97M-V/def2-TZVPD
I 2.778 -0.858 0.945
N 0.467 -0.333 -1.211
N 0.169 0.763 -1.670
N 0.350 1.203 0.447
N -0.781 -1.834 1.618
N 0.094 1.723 -0.634
C -0.161 -1.111 0.992
C 0.593 -0.175 0.199
```

Computed properties:
Frontier orbital gap: 7.69 eV
HOMO energy: -11.03 eV
LUMO energy: -3.34 eV
Relative energy (zero: lowest compared OMol25 entry of this formula, charge and spin): 126.0 kJ/mol

Results of the Löwdin charge analysis, in e, for atoms 1 through 2:
1. I 0.749
2. N 0.039